1 | Computed, not measured: a single C4H4N2O2 molecule, with the ωB97M-V functional and the def2-TZVPD basis.

Positions of all 12 atoms, in Å:
C 0.2812 0.0484 0.0468
C -1.7361 0.6626 -1.2778
C 1.6885 0.2725 0.0501
C 2.8730 0.4804 0.0177
H -0.1163 -1.6761 2.4170
H 0.2027 1.2673 -1.6217
H -1.9977 1.3631 -2.1121
H 3.9475 0.6722 0.0706
N -0.3218 -0.6982 0.8707
N -0.3784 0.6911 -1.0125
O 0.5322 -1.2234 1.8353
O -2.5039 -0.0716 -0.6831

Properties
- Charge: 0
- LUMO level: 0.7 eV
- SMILES string: C#C/C(=N\O)NC=O
- Frontier orbital gap: 9.921 eV
- HOMO energy: -9.25 eV

These are the Löwdin partial charges, in e, on atoms 1 to 8: C -0.36; C -0.31; C -0.06; C 0.15; H 0.11; H 0.14; H 0.14; H 0.05

***

2 | Computed, not measured: 2 unconnected molecules or ions with the total composition C4H4N2O2, with the ωB97M-V functional and the def2-TZVPD basis.

Positions of all 12 atoms, in Å:
N 0.1586 1.8824 0.4761
C 0.8228 -0.5993 0.0174
C -0.5562 1.8815 -0.5546
N 0.8895 -1.5481 0.9770
C -0.6900 -0.2893 -0.5234
C -1.6657 -0.9662 -0.7804
O 1.7461 -0.1061 -0.5604
O -1.1269 2.5739 -1.3343
H 1.1398 2.1342 0.4985
H 1.8175 -1.8504 1.2369
H 0.0772 -1.7246 1.5454
H -2.6127 -1.3880 -0.9982

Properties
- Charge: 0
- LUMO level (alpha / beta): -0.6 / -0.6 eV
- SMILES string: C#CC(N)=O.N=C=O
- Frontier orbital gap (alpha / beta): 9.026 / 9.027 eV
- HOMO energy (alpha / beta): -9.58 / -9.58 eV

These are the Löwdin partial charges, in e, on atoms 1 to 8: N 0.14; C -0.54; C -0.43; N 0.17; C -0.08; C 0.17; O 0.06; O 0.14

***

So which one is most stable? That would be 1, about 0.0108 hartree below the next structure.

***

1 | Computed, not measured: a single C3H4Cl2S molecule, with the ωB97M-V functional and the def2-TZVPD basis.

Positions of all 10 atoms, in Å:
C 0.5982 0.2185 -0.5210
C -0.0051 -0.1287 0.8412
C 2.1672 0.0023 0.0563
S 1.5168 0.2960 1.7447
Cl 3.1745 1.3084 -0.6210
Cl 2.9793 -1.5903 -0.1351
H 0.2927 -0.2064 -1.4940
H 0.5746 1.3563 -0.5341
H -0.9828 0.4251 0.9470
H -0.1794 -1.0801 1.0157

Properties
- Charge: 0
- LUMO level: 0.6 eV
- SMILES string: ClC1(Cl)CCS1
- Frontier orbital gap: 10.023 eV
- HOMO energy: -9.39 eV

These are the Löwdin partial charges, in e, on atoms 1 to 8: C -0.27; C -0.47; C -1.44; S 0.81; Cl 0.54; Cl 0.53; H 0.11; H 0.09

***

2 | Computed, not measured: a single C3H4Cl2S molecule, with the ωB97M-V functional and the def2-TZVPD basis.

Positions of all 10 atoms, in Å:
C -0.7393 -0.2104 -0.2732
C 0.1486 1.0144 0.2201
C 0.7634 -0.2989 -0.4986
H -0.8809 -0.8541 2.0839
H -1.1921 0.0064 -1.1874
H 0.4562 1.2368 1.2203
H -0.0473 1.8761 -0.4971
S -1.4950 -1.2527 0.8306
Cl 1.1887 -0.1797 -2.2884
Cl 1.7979 -1.3381 0.3898

Properties
- Charge: 0
- LUMO level: 0.6 eV
- SMILES string: S[C@H]1CC1(Cl)Cl
- Frontier orbital gap: 9.789 eV
- HOMO energy: -9.17 eV

These are the Löwdin partial charges, in e, on atoms 1 to 8: C -0.80; C -0.11; C -1.21; H -0.05; H 0.06; H 0.08; H 0.11; S 0.74

***

So which one is most stable? That would be 1, about 0.0183 hartree below the next structure.

***

1 | Computed, not measured: 2 unconnected molecules or ions with the total composition C5H13N, with the ωB97M-V functional and the def2-TZVPD basis.

Positions of all 19 atoms, in Å:
C -0.3834 1.0883 1.4972
C -1.0107 -0.2078 1.9976
N -1.0355 1.5016 0.2654
H -0.9028 0.7994 -0.4556
H -0.6422 2.3743 -0.0690
H -0.5474 1.8815 2.2350
H 0.7087 0.9530 1.3963
H -0.7875 -1.0228 1.3017
H -0.6205 -0.4656 2.9858
H -2.0755 -0.0953 2.0724
C 1.7894 -0.6058 -0.9218
C 0.6406 -0.4042 -1.8539
C -0.4105 -1.1997 -1.9326
H 0.7305 0.4478 -2.5163
H 2.6833 -0.8649 -1.4921
H 1.5881 -1.4068 -0.2164
H 2.0103 0.3095 -0.3767
H -0.5195 -2.0592 -1.2906
H -1.2153 -1.0232 -2.6264

Properties
- Charge: 0
- LUMO level: 1.1 eV
- SMILES string: C=CC.CCN
- Frontier orbital gap: 10.116 eV
- HOMO energy: -8.97 eV

These are the Löwdin partial charges, in e, on atoms 1 to 8: C -0.36; C -0.11; N -0.01; H 0.02; H 0.06; H 0.10; H 0.08; H 0.06

***

2 | Computed, not measured: a single C5H13N molecule, with the ωB97M-V functional and the def2-TZVPD basis.

Positions of all 19 atoms, in Å:
C 2.1283 -1.3896 -1.2414
N 0.8229 -0.7390 -1.1567
C 0.5690 -0.0276 0.0868
C -0.9236 0.1418 0.3906
C -1.5385 1.2133 -0.5023
C -1.0380 0.5911 1.8626
H 2.0640 -2.3776 -1.6914
H 2.7868 -0.8258 -1.8661
H 2.6075 -1.4292 -0.2610
H 0.0828 -1.4007 -1.3239
H 1.0522 -0.5145 0.9480
H 1.0459 0.9609 0.0167
H -1.3563 -0.8437 0.2742
H -0.8390 2.0213 -0.7115
H -1.9028 0.8243 -1.4609
H -2.4422 1.6607 -0.0816
H -0.8117 -0.2000 2.5842
H -0.2757 1.3519 2.0643
H -2.0318 0.9824 2.0693

Properties
- Charge: 0
- LUMO level: 1.2 eV
- SMILES string: CNCC(C)C
- Frontier orbital gap: 9.815 eV
- HOMO energy: -8.60 eV

These are the Löwdin partial charges, in e, on atoms 1 to 8: C -0.13; N -0.12; C -0.26; C -0.41; C -0.08; C -0.09; H 0.08; H 0.06

***

So which one is most stable? That would be 2, about 0.0146 hartree below the next structure.

***

1 | Computed, not measured: 2 unconnected molecules or ions with the total composition C5H13N, with the ωB97M-V functional and the def2-TZVPD basis.

Positions of all 19 atoms, in Å:
C -0.8671 0.0967 -1.6539
C -1.7198 -1.1284 -1.3902
C -2.2518 -1.2180 0.0388
H 0.1166 0.0977 -1.2077
H -0.6659 0.2687 -2.7139
H -1.2847 1.0291 -1.2686
H -2.5559 -1.0452 -2.0891
H -1.1724 -2.0271 -1.6755
H -2.2321 -2.2290 0.4311
H -3.2838 -0.8833 0.1272
H -1.6277 -0.6224 0.7076
C 3.0278 1.7263 1.1185
C 2.1787 1.0211 1.8509
N 1.2520 0.0467 1.3483
H 3.2799 1.5424 0.0842
H 3.5394 2.5267 1.6455
H 2.1572 1.0581 2.9356
H 1.6562 -0.7104 0.8190
H 0.4534 0.4504 0.8922

Properties
- Charge: 0
- LUMO level: 1.1 eV
- SMILES string: C=CN.CCC
- Frontier orbital gap: 10.406 eV
- HOMO energy: -9.32 eV

These are the Löwdin partial charges, in e, on atoms 1 to 8: C -0.14; C -0.31; C -0.11; H 0.04; H 0.07; H 0.08; H 0.10; H 0.10

***

2 | Computed, not measured: 2 unconnected molecules or ions with the total composition C5H13N, with the ωB97M-V functional and the def2-TZVPD basis.

Positions of all 19 atoms, in Å:
C 0.7409 -1.5155 -1.4435
C -0.5723 -0.9626 -2.0674
C -1.8145 -1.2121 -1.1827
H 0.3102 -2.2662 -0.7403
H 1.3658 -2.2001 -2.0462
H 1.3411 -0.7961 -0.9251
H -0.3457 0.1494 -2.1464
H -0.8321 -1.2943 -3.0966
H -1.5515 -0.8309 -0.2172
H -1.9470 -2.2595 -1.3199
H -2.6706 -0.5952 -1.5037
C 0.4089 1.9684 3.2807
C 0.5042 1.3355 2.0989
N 1.4055 1.7120 0.9593
H 0.4160 2.9988 3.3164
H 0.2509 1.4288 4.1553
H 0.0768 0.2683 1.9986
H 1.7219 2.6114 0.8726
H 1.1914 1.4599 0.0071

Properties
- Charge: 0
- LUMO level: 1.0 eV
- SMILES string: C=CN.CCC
- Frontier orbital gap: 9.475 eV
- HOMO energy: -8.46 eV

These are the Löwdin partial charges, in e, on atoms 1 to 8: C -0.12; C -0.32; C -0.12; H 0.07; H 0.07; H 0.04; H 0.10; H 0.10

***

3 | Computed, not measured: a single C5H13N molecule, with the ωB97M-V functional and the def2-TZVPD basis.

Positions of all 19 atoms, in Å:
C -2.4679 0.0632 -0.4859
C -1.4942 -0.3433 0.5623
C 0.9195 -0.1212 0.3701
C 0.9165 1.3420 -0.0174
C 2.1282 -0.8284 -0.2725
H -1.9968 0.7980 -1.1312
H -3.3844 0.2452 -0.0146
H -2.3700 -0.9095 -0.9983
H -1.2219 0.4998 1.2406
H -1.8353 -1.0157 1.3672
H -0.4126 -1.5779 -0.4568
H 1.1165 -0.1738 1.4620
H 0.0923 1.7128 -0.5660
H 1.7930 1.5636 -0.6360
H 0.9605 1.8632 0.9677
H 2.6181 -1.7179 -0.0005
H 1.9908 -0.5883 -1.2380
H 2.9598 -0.0840 -0.1403
N -0.3122 -0.7277 -0.0125

Properties
- Charge: 0
- LUMO level: 1.2 eV
- SMILES string: CCNC(C)C
- Frontier orbital gap: 9.353 eV
- HOMO energy: -8.13 eV

These are the Löwdin partial charges, in e, on atoms 1 to 8: C -0.07; C -0.38; C -0.45; C -0.06; C -0.05; H 0.07; H 0.06; H 0.08

***

So which one is most stable? That would be 1, about 0.0282 hartree below the next structure.

***

1 | Computed, not measured: a molecular structure, C5H13N, with the ωB97M-V functional and the def2-TZVPD basis.

Positions of all 19 atoms, in Å:
C -1.1778 1.7559 -2.9879
C -0.1624 -2.1911 0.7628
C 1.0049 -1.3722 0.6129
C 1.3456 0.0397 1.2647
C 0.1820 1.1221 0.8515
N -0.6209 -2.2867 2.2720
H -1.8228 0.9009 -3.9112
H -1.9010 1.5420 -2.2160
H -0.3486 1.0624 -2.6098
H -0.5055 -2.8133 -0.1364
H 2.5826 -1.4182 -0.3261
H -1.5288 2.5351 -3.5625
H 1.4725 0.3380 2.2127
H 2.3035 0.4305 0.6836
H -0.5352 0.9361 0.0107
H -0.5351 1.4797 1.5353
H 0.6875 1.9470 0.4877
H -0.0495 -2.6845 2.9402
H -0.3908 -1.3234 2.1157

Properties
- Charge: 0
- LUMO level: -0.5 eV
- Frontier orbital gap: 8.053 eV
- HOMO energy: -8.56 eV

These are the Löwdin partial charges, in e, on atoms 1 to 8: C -0.07; C -0.17; C -0.09; C -0.24; C -0.10; N 0.03; H 0.12; H -0.04

***

2 | Computed, not measured: a single C5H13N molecule, with the ωB97M-V functional and the def2-TZVPD basis.

Positions of all 19 atoms, in Å:
C -0.2655 -2.5921 -0.4807
C 0.8712 -1.7843 0.1214
C 0.4063 -0.5214 0.8343
C -0.0226 0.5901 -0.1257
N -0.1725 1.8616 0.5912
C -0.7177 2.9192 -0.2449
H -0.8795 -1.9406 -1.1128
H -0.9728 -2.8771 0.3109
H 0.0537 -3.4980 -0.9789
H 1.3227 -2.4129 0.8821
H 1.6475 -1.6975 -0.6459
H -0.3836 -0.8542 1.5036
H 1.2440 -0.0999 1.3918
H 0.7944 0.6588 -0.8616
H -0.9613 0.3974 -0.6147
H 0.7440 2.1649 0.8961
H -1.3096 3.6258 0.3403
H 0.0212 3.4972 -0.8055
H -1.4199 2.5630 -1.0009

Properties
- Charge: 0
- LUMO level: 1.2 eV
- SMILES string: CCCCNC
- Frontier orbital gap: 9.978 eV
- HOMO energy: -8.78 eV

These are the Löwdin partial charges, in e, on atoms 1 to 8: C -0.12; C -0.29; C -0.21; C -0.26; N -0.13; C -0.15; H 0.07; H 0.07

***

3 | Computed, not measured: a single C5H13N molecule, with the ωB97M-V functional and the def2-TZVPD basis.

Positions of all 19 atoms, in Å:
C 0.5868 1.4644 -2.1106
N -0.2372 0.3919 -1.4405
C -1.2035 -0.6354 2.1917
C -1.1172 -0.6897 0.5658
C -0.0284 0.1766 0.0263
C 1.2805 -0.5822 0.3207
H 0.5277 1.2024 -3.2203
H 1.6507 1.5568 -1.9413
H 0.1417 2.5020 -2.0770
H -0.0450 -0.5450 -1.9362
H -0.2657 -1.1778 2.5196
H -2.0061 -1.1657 2.5857
H -1.2384 0.3848 2.5033
H -0.9706 -1.5922 0.2233
H -2.0668 -0.3458 0.2802
H 0.0992 1.2273 0.4685
H 2.0701 0.0985 -0.0232
H 1.4352 -0.7753 1.3508
H 1.3871 -1.4954 -0.2865

Properties
- Charge: 0
- LUMO level: 1.2 eV
- SMILES string: CC[C@@H](C)NC
- Frontier orbital gap: 9.949 eV
- HOMO energy: -8.78 eV

These are the Löwdin partial charges, in e, on atoms 1 to 8: C -0.15; N -0.10; C -0.05; C -0.20; C -0.44; C -0.07; H 0.09; H 0.05

***

4 | Computed, not measured: a single C5H13N molecule, with the ωB97M-V functional and the def2-TZVPD basis.

Positions of all 19 atoms, in Å:
C -2.7255 -0.2290 -0.1824
C -1.4139 0.3574 0.3113
C 1.0115 -0.0187 0.3367
C 1.4199 1.3561 -0.2115
C 2.0413 -1.0657 -0.0569
H -2.7475 -0.2454 -1.2816
H -3.5830 0.3596 0.1472
H -2.8539 -1.2498 0.1791
H -1.3555 1.3927 -0.0366
H -1.4098 0.3973 1.4201
H -0.4339 -1.3843 -0.0012
H 0.9577 0.0439 1.4368
H 1.4711 1.3064 -1.2978
H 2.3959 1.6497 0.1955
H 0.7000 2.1397 0.0692
H 3.0282 -0.8102 0.3481
H 1.7711 -2.0661 0.3029
H 2.1098 -1.1069 -1.1536
N -0.2928 -0.4041 -0.2159

Properties
- Charge: 0
- LUMO level: 1.2 eV
- SMILES string: CCNC(C)C
- Frontier orbital gap: 10.073 eV
- HOMO energy: -8.88 eV

These are the Löwdin partial charges, in e, on atoms 1 to 8: C -0.11; C -0.31; C -0.49; C -0.07; C -0.08; H 0.08; H 0.07; H 0.07

***

So which one is most stable? That would be 4, about 0.0191 hartree below the next structure.

***

1 | Computed, not measured: a single C6H11P molecule, with the ωB97M-V functional and the def2-TZVPD basis.

Positions of all 18 atoms, in Å:
C -0.6679 -1.0918 1.6044
C -1.6805 0.1332 1.5449
C 0.1557 -1.0786 0.2984
C -1.0158 0.8579 0.2661
C 0.2422 0.3838 -0.0735
C 1.3254 0.8584 -0.9811
P 1.1945 1.0272 -2.9058
H 0.0044 -0.8874 2.4786
H -1.1901 -1.9818 1.7204
H -2.7676 -0.1040 1.4295
H -1.5572 0.9145 2.2414
H 1.1794 -1.3897 0.4687
H -0.3684 -1.7318 -0.3295
H -1.1742 1.9552 0.0706
H 1.6443 1.7768 -0.6692
H 2.1521 0.0784 -0.8711
H 0.2443 -0.0364 -2.7343
H 2.2795 0.3160 -3.5585

Properties
- Charge: 0
- LUMO level: 0.9 eV
- SMILES string: PCC1=CCCC1
- Frontier orbital gap: 9.508 eV
- HOMO energy: -8.59 eV

These are the Löwdin partial charges, in e, on atoms 1 to 8: C -0.17; C -0.13; C -0.19; C -0.03; C -0.32; C -0.44; P 0.76; H 0.12

***

2 | Computed, not measured: a single C6H11P molecule, with the ωB97M-V functional and the def2-TZVPD basis.

Positions of all 18 atoms, in Å:
C -0.7027 -1.3249 1.4397
C -0.9574 -1.9122 0.2497
C -0.1656 -0.0645 1.6954
C 0.9098 0.4815 0.6969
C 0.5029 0.3865 -0.8091
C 0.8209 1.7253 -1.5415
P -0.7665 -0.7332 -1.1325
H -0.8279 -1.8633 2.3614
H -1.0497 -2.9695 0.0966
H -0.9570 0.7218 1.5310
H 0.1931 0.0202 2.6907
H 1.1876 1.4428 0.9447
H 1.7222 -0.1620 0.7454
H 0.3988 2.7735 -1.1134
H 0.3012 1.7099 -2.5102
H 1.9807 1.9108 -1.6750
H -0.5758 -1.6572 -2.0651
H -2.0148 -0.4855 -1.6045

Properties
- Charge: 0
- LUMO level: 1.0 eV
- SMILES string: CC1=[PH2]C=CCC1
- Frontier orbital gap: 7.611 eV
- HOMO energy: -6.65 eV

These are the Löwdin partial charges, in e, on atoms 1 to 8: C -0.21; C -0.20; C -0.24; C -0.23; C -0.50; C -0.20; P 0.89; H 0.10

***

So which one is most stable? That would be 1, about 0.0553 hartree below the next structure.